Molecular formula: C13H39O6
Method: DFT, ωB97M-V/def2-TZVPD

Energy relative to the best compared isomer or geometry (same formula, charge and spin) ... 85.5 kcal per mole
Total energy ... -969.761685 hartree
LUMO level ... -4.44 eV
Charge ... +1

```
58
Properties=species:S:1:pos:R:3:forces:R:3
O -0.133723 0.172714 -0.366080 0.33 0.19 0.58
H 0.377385 0.648864 -1.024612 0.67 0.69 -0.69
H -0.001951 -0.772882 -0.466415 0.11 -1.15 0.01
H -1.062475 0.411840 -0.408854 -1.08 0.27 0.01
C 3.184177 -1.365886 4.474078 -0.80 0.42 -0.25
C 2.124331 -1.518894 5.566686 0.90 1.06 1.30
C 2.633796 -0.878417 6.888656 0.25 -0.54 -0.24
O 0.900434 -0.859829 5.228134 0.14 -0.26 -0.74
H 4.088984 -1.884796 4.790535 -0.12 -0.22 -0.35
H 3.465838 -0.342134 4.227726 -0.10 0.30 0.55
H 2.747467 -1.711072 3.536942 0.33 -0.61 -0.06
H 2.002783 -2.591802 5.715711 -0.38 -0.09 0.00
H 3.633958 -1.229224 7.143063 0.16 -0.06 -0.18
H 2.035723 -1.137369 7.762360 -0.35 0.10 -0.18
H 2.688261 0.205176 6.784101 -0.15 -0.02 -0.05
H 0.150913 -1.333550 5.596120 0.11 -0.07 0.14
C 2.922343 5.418929 -3.564172 -0.38 -0.63 1.33
C 3.175634 4.209070 -2.609746 1.14 1.86 -0.08
C 3.129841 4.478184 -1.135404 -0.70 0.80 0.75
O 2.220405 3.243041 -2.830916 -1.07 -1.65 -0.49
H 2.712381 5.035655 -4.562722 0.30 0.13 -0.14
H 3.737119 6.142972 -3.559690 -0.04 -0.13 -0.13
H 2.009788 5.893978 -3.204069 -0.04 0.27 -0.14
H 4.210520 3.902571 -2.761986 0.08 -0.75 -0.56
H 2.203888 4.954534 -0.813221 -0.15 0.51 -0.35
H 3.959709 5.116868 -0.832909 0.01 -0.21 0.20
H 3.064438 3.559717 -0.552117 0.77 -0.25 -0.19
H 2.130928 3.099242 -3.775855 -0.02 -0.06 -0.13
C -4.602202 3.761893 -3.138785 0.73 1.42 0.42
C -4.476399 3.705178 -1.618257 -0.13 2.06 0.20
C -5.604567 4.287080 -0.811393 -1.78 0.60 -0.14
O -4.320596 2.410081 -1.238336 0.81 -2.88 0.84
H -3.580091 3.741309 -3.516910 -0.08 -0.43 -0.36
H -4.964225 4.750173 -3.422220 -0.33 -0.08 -0.23
H -5.206956 2.968001 -3.577062 -0.04 0.08 0.20
H -3.610259 4.245787 -1.236625 0.56 -0.08 -0.58
H -5.697683 5.367755 -0.703871 0.56 0.18 -0.46
H -5.653589 3.935425 0.219162 0.31 -0.39 -0.12
H -6.531685 4.013320 -1.314983 -0.40 -0.23 0.18
H -5.174659 1.986011 -1.349371 -0.10 -0.32 0.05
C -1.743760 -6.534672 -0.363935 -0.85 1.17 0.78
C -2.429705 -5.153900 0.051402 0.96 -1.37 -0.20
C -1.898487 -4.530707 1.303731 -0.06 -1.06 0.98
O -2.193535 -4.192905 -0.945229 -0.06 0.38 -0.98
H -0.657783 -6.441530 -0.355673 -0.03 0.02 -0.03
H -2.083715 -6.852547 -1.349584 0.02 0.20 -0.15
H -2.052583 -7.334457 0.309169 0.12 0.07 0.18
H -3.496674 -5.321687 0.198144 -0.23 -0.05 -0.23
H -0.809389 -4.520695 1.347049 0.04 0.37 -0.25
H -2.199804 -5.191636 2.116427 -0.03 0.13 0.32
H -2.358227 -3.559013 1.484165 0.20 0.04 -0.09
H -2.376016 -4.631954 -1.779223 -0.02 0.22 -0.32
C 3.052803 -3.968757 -2.744700 0.30 1.41 1.18
O 3.299617 -2.661895 -2.112681 -1.02 -0.29 -0.27
H 3.289338 -4.723075 -1.994259 0.44 -0.30 -0.46
H 1.973070 -4.036474 -2.877703 0.10 0.22 -0.30
H 3.585708 -4.028350 -3.693682 -0.07 -0.37 0.18
H 4.209153 -2.355258 -2.130115 0.14 -0.59 -0.28
```
Forces are in eV/Å.

Now the natural (NBO) charges, all in e:
1 O -0.739
2 H 0.578
3 H 0.579
4 H 0.579
5 C -0.625
6 C 0.098
7 C -0.630
8 O -0.739
9 H 0.221
10 H 0.208
11 H 0.202
12 H 0.161
13 H 0.206
14 H 0.210
15 H 0.214
16 H 0.475
17 C -0.627
18 C 0.096
19 C -0.619
20 O -0.736
21 H 0.201
22 H 0.224
23 H 0.208
24 H 0.149
25 H 0.202
26 H 0.222
27 H 0.208
28 H 0.472
29 C -0.634
30 C 0.089
31 C -0.645
32 O -0.725
33 H 0.211
34 H 0.218
35 H 0.213
36 H 0.164
37 H 0.226
38 H 0.222
39 H 0.199
40 H 0.464
41 C -0.638
42 C 0.101
43 C -0.624
44 O -0.739
45 H 0.210
46 H 0.207
47 H 0.222
48 H 0.158
49 H 0.205
50 H 0.219
51 H 0.210
52 H 0.470
53 C -0.247
54 O -0.774
55 H 0.180
56 H 0.178
57 H 0.187
58 H 0.478